Here is a 3-piece molecular cluster, C21H35NO8 overall at a distorted geometry from the Open Molecules 2025 dataset. Energies are from ωB97M-V with the def2-TZVPD basis set.

Summary:
**Highest occupied orbital energy**: -0.3156 Eh
**HOMO-LUMO gap**: 9.1 eV
**ΔE to the lowest compared entry with this formula, charge and spin**: 0.0000 eV
**Electronic energy**: -40213.7996 eV
**E_LUMO**: 0.5040 eV
**SMILES**: NC[C@@H](O)CC(=O)O[C@@H](O)CCc1ccccc1.CCOC(C)=O.CCOC(C)=O

Last columns: bonded neighbours and bond lengths (Å).
Atoms and positions in Å:
1 O 2.482 1.664 0.773  C15 1.402, C25 1.406
2 O 0.464 1.504 -0.203  C15 1.210
3 O 1.892 -0.567 1.232  C25 1.423, H31 0.962
4 O -1.671 3.433 2.651  C11 1.449, H44 0.962
5 O -1.971 -1.530 3.977  C20 1.200
6 O 1.168 -1.335 -7.111  C26 1.201
7 O -3.873 -1.691 5.064  C10 1.431, C20 1.346
8 O -0.403 -0.835 -5.663  C12 1.431, C26 1.343
9 N -2.570 0.258 1.694  C21 1.484, H42 1.012, H63 1.011
10 C -4.623 -1.977 6.249  O7 1.431, C14 1.515, H33 1.091, H49 1.089
11 C -1.141 2.278 1.954  O4 1.449, C21 1.545, C30 1.536, H50 1.090
12 C -1.172 0.117 -4.919  O8 1.431, C24 1.515, H47 1.089, H65 1.090
13 C 3.883 0.255 -3.407  C23 1.363, C28 1.387, H40 1.088
14 C -4.930 -0.715 7.029  C10 1.515, H46 1.090, H54 1.090, H58 1.090
15 C 1.085 1.788 0.795  O1 1.402, O2 1.210, C30 1.512
16 C -1.773 -1.485 6.338  C20 1.510, H37 1.088, H39 1.090, H41 1.088
17 C 2.979 -1.705 -4.422  C23 1.380, C29 1.364, H56 1.084
18 C 4.150 -0.122 0.415  C22 1.535, C25 1.547, H52 1.091, H57 1.096
19 C 0.345 0.882 -7.262  C26 1.510, H32 1.089, H45 1.088, H53 1.088
20 C -2.531 -1.599 5.037  O5 1.200, O7 1.346, C16 1.510
21 C -1.750 1.041 2.652  N9 1.484, C11 1.545, H36 1.094, H38 1.095
22 C 4.351 0.491 -0.979  C18 1.535, C28 1.524, H43 1.098, H61 1.091
23 C 3.471 -0.419 -4.518  C13 1.363, C17 1.380, H35 1.086
24 C -2.492 0.416 -5.599  C12 1.515, H34 1.090, H48 1.091, H64 1.090
25 C 2.931 0.405 1.208  O1 1.406, O3 1.423, C18 1.547, H59 1.106
26 C 0.427 -0.502 -6.664  O6 1.201, O8 1.343, C19 1.510
27 C 3.367 -1.617 -2.087  C28 1.368, C29 1.379, H62 1.086
28 C 3.838 -0.335 -2.153  C13 1.387, C22 1.524, C27 1.368
29 C 2.942 -2.310 -3.201  C17 1.364, C27 1.379, H60 1.084
30 C 0.393 2.318 2.030  C11 1.536, C15 1.512, H51 1.095, H55 1.099
31 H 2.208 -1.265 1.814  O3 0.962
32 H -0.357 0.868 -8.095  C19 1.089
33 H -4.122 -2.730 6.857  C10 1.091
34 H -3.091 1.092 -4.988  C24 1.090
35 H 3.505 0.070 -5.488  C23 1.086
36 H -0.984 0.436 3.146  C21 1.094
37 H -2.237 -2.013 7.167  C16 1.088
38 H -2.431 1.380 3.439  C21 1.095
39 H -1.659 -0.431 6.591  C16 1.090
40 H 4.270 1.269 -3.483  C13 1.088
41 H -0.788 -1.925 6.196  C16 1.088
42 H -2.033 -0.571 1.470  N9 1.012
43 H 5.435 0.584 -1.128  C22 1.098
44 H -1.742 4.143 2.007  O4 0.962
45 H 1.331 1.151 -7.633  C19 1.088
46 H -5.556 -0.942 7.892  C14 1.090
47 H -1.359 -0.351 -3.954  C12 1.089
48 H -2.345 0.876 -6.578  C24 1.091
49 H -5.554 -2.424 5.903  C10 1.089
50 H -1.545 2.318 0.943  C11 1.090
51 H 0.711 1.827 2.955  C30 1.095
52 H 4.064 -1.209 0.393  C18 1.091
53 H 0.055 1.653 -6.551  C19 1.088
54 H -5.451 0.004 6.396  C14 1.090
55 H 0.683 3.373 2.138  C30 1.099
56 H 2.642 -2.177 -5.338  C17 1.084
57 H 5.053 0.078 1.004  C18 1.096
58 H -4.019 -0.230 7.382  C14 1.090
59 H 3.262 0.524 2.257  C25 1.106
60 H 2.571 -3.325 -3.118  C29 1.084
61 H 3.946 1.499 -1.084  C22 1.091
62 H 3.315 -2.145 -1.139  C27 1.086
63 H -3.402 -0.025 2.193  N9 1.011
64 H -3.053 -0.505 -5.759  C24 1.090
65 H -0.591 1.018 -4.721  C12 1.090